ORCA calculation (ωB97M-V with the def2-TZVPD basis set) on H16O8 as an isolated structure.

Structure (XYZ):
```
24
H16O8 ωB97M-V with the def2-TZVPD basis set
O 26.28 17.93 -4.08
H 26.79 17.31 -4.60
H 26.20 18.70 -4.64
O 26.41 21.52 -4.93
H 26.12 21.53 -4.02
H 26.14 20.67 -5.27
O 25.95 19.49 -5.51
H 25.91 18.66 -5.99
H 25.06 19.83 -5.55
O 26.53 20.97 -7.82
H 26.62 20.56 -6.96
H 27.39 21.32 -8.01
O 23.33 21.63 -5.02
H 23.82 20.95 -5.48
H 22.41 21.40 -5.15
O 26.37 17.83 -6.67
H 26.38 18.10 -7.59
H 25.77 17.08 -6.65
O 28.26 17.87 -6.05
H 28.88 17.59 -6.72
H 27.41 17.85 -6.49
O 24.09 20.47 -6.68
H 24.61 20.61 -7.47
H 23.32 19.99 -6.98
```

Relative energy (zero: lowest compared OMol25 entry of this formula, charge and spin)   257.1 kcal/mol
2S+1   1
Net charge   0

How is the electron density shared among the atoms? According to Löwdin, the charges in e are: atom 1 (O): -0.0337, atom 2 (H): 0.0084, atom 3 (H): -0.1694, atom 4 (O): -0.0411, atom 5 (H): 0.0487, atom 6 (H): -0.1658, atom 7 (O): -0.0196, atom 8 (H): -0.1115, atom 9 (H): 0.0746, atom 10 (O): -0.0264, atom 11 (H): 0.0032, atom 12 (H): 0.0682, atom 13 (O): -0.0595, atom 14 (H): -0.1149, atom 15 (H): 0.0278, atom 16 (O): 0.2058, atom 17 (H): 0.1786, atom 18 (H): 0.1868, atom 19 (O): -0.0210, atom 20 (H): 0.0416, atom 21 (H): -0.2865, atom 22 (O): 0.0012, atom 23 (H): 0.0833, atom 24 (H): 0.1212

---

ORCA calculation (ωB97M-V with the def2-TZVPD basis set) on C14H17IrN9O3 as an isolated structure.

Structure (XYZ):
```
44
C14H17IrN9O3 ωB97M-V with the def2-TZVPD basis set
Ir 11.88 11.63 5.22
C 16.26 10.82 4.73
C 14.90 11.13 5.22
N 13.79 11.08 4.51
O 13.87 10.68 3.16
C 14.69 11.75 6.47
C 15.78 12.47 7.26
N 13.37 11.90 6.89
O 13.06 12.12 8.16
H 16.38 9.90 4.21
H 16.97 10.82 5.57
H 16.60 11.56 3.98
H 14.41 9.86 3.27
H 15.37 12.53 8.24
H 15.96 13.49 6.90
H 16.75 11.99 7.39
O 10.11 11.81 5.92
C 9.22 12.75 5.62
C 7.86 12.48 5.93
C 6.85 13.32 5.54
C 7.16 14.48 4.89
C 8.48 14.78 4.55
C 9.56 13.99 5.00
C 10.92 14.36 4.61
N 11.99 13.56 4.61
C 13.07 14.24 4.30
C 12.72 15.51 4.02
N 11.35 15.59 4.25
H 7.61 11.60 6.47
H 5.82 13.16 5.88
H 6.44 15.25 4.62
H 8.68 15.69 4.01
H 14.02 13.79 4.28
H 13.26 16.40 3.78
H 10.77 16.38 4.37
N 11.13 6.38 4.84
N 11.16 7.62 5.49
N 10.74 7.77 6.72
C 10.94 9.04 6.95
N 11.48 9.63 5.82
N 11.56 8.71 4.90
H 10.21 6.01 4.87
H 11.80 5.67 5.18
H 10.71 9.52 7.92
```

2S+1   5
Electronic energy   -37172.7825 eV
Net charge   +1

How is the electron density shared among the atoms? According to Löwdin, the charges in e are: atom 1 (Ir): 1.4586, atom 2 (C): -0.0066, atom 3 (C): -0.3208, atom 4 (N): -0.1910, atom 5 (O): -0.0239, atom 6 (C): -0.2253, atom 7 (C): 0.0015, atom 8 (N): -0.2169, atom 9 (O): -0.0742, atom 10 (H): 0.0747, atom 11 (H): 0.0876, atom 12 (H): 0.1092, atom 13 (H): 0.1163, atom 14 (H): 0.0575, atom 15 (H): 0.1019, atom 16 (H): 0.0826, atom 17 (O): -0.2536, atom 18 (C): -0.2912, atom 19 (C): 0.0102, atom 20 (C): -0.0698, atom 21 (C): -0.0720, atom 22 (C): -0.0221, atom 23 (C): -0.0663, atom 24 (C): -0.2264, atom 25 (N): -0.0927, atom 26 (C): -0.1255, atom 27 (C): -0.0132, atom 28 (N): 0.1509, atom 29 (H): 0.1133, atom 30 (H): 0.1242, atom 31 (H): 0.1171, atom 32 (H): 0.1064, atom 33 (H): 0.1048, atom 34 (H): 0.1192, atom 35 (H): 0.1496, atom 36 (N): 0.1319, atom 37 (N): -0.2630, atom 38 (N): 0.1411, atom 39 (C): -0.1134, atom 40 (N): -0.1402, atom 41 (N): 0.1048, atom 42 (H): 0.0826, atom 43 (H): 0.1199, atom 44 (H): 0.1419

---

ORCA calculation (ωB97M-V with the def2-TZVPD basis set) on C18H17IrN4SSe as an isolated structure.

Structure (XYZ):
```
42
C18H17IrN4SSe ωB97M-V with the def2-TZVPD basis set
Ir -0.70 -0.24 -0.47
C -2.39 0.91 3.34
C -1.32 1.60 3.93
C -0.26 2.01 3.12
C -0.21 1.57 1.84
N -1.14 0.69 1.37
C -2.28 0.47 2.02
C 0.92 1.73 0.91
C 2.02 2.60 1.16
C 2.83 2.97 0.12
C 2.69 2.32 -1.17
C 1.84 1.27 -1.27
C 0.86 1.03 -0.30
H -3.16 0.46 3.95
H -1.28 1.74 5.07
H 0.54 2.56 3.64
H -3.04 -0.11 1.45
H 2.16 2.92 2.23
H 3.62 3.75 0.24
H 3.39 2.71 -1.97
H 2.03 0.50 -1.99
Se 1.49 -3.41 -3.19
N 1.65 -4.60 -1.80
C 1.06 -4.03 -0.69
C 0.73 -4.64 0.54
C 0.11 -3.91 1.55
C -0.20 -2.59 1.31
N 0.02 -1.99 0.08
C 0.62 -2.63 -0.93
N 1.05 -2.06 -2.07
H 0.97 -5.73 0.65
H -0.18 -4.47 2.44
H -0.62 -1.88 2.07
C -0.58 0.09 -3.70
S -1.79 0.11 -2.36
C -2.53 1.80 -2.37
H 0.15 0.96 -3.68
H -1.03 -0.01 -4.69
H 0.05 -0.77 -3.41
H -2.75 2.05 -3.41
H -1.89 2.56 -1.78
H -3.47 1.69 -1.80
```

Relative energy (zero: lowest compared OMol25 entry of this formula, charge and spin)   24.0 kcal/mol
2S+1   5
Net charge   +2

How is the electron density shared among the atoms? According to Löwdin, the charges in e are: atom 1 (Ir): 1.3118, atom 2 (C): -0.0019, atom 3 (C): 0.0198, atom 4 (C): 0.0193, atom 5 (C): -0.2052, atom 6 (N): -0.0961, atom 7 (C): -0.0972, atom 8 (C): -0.1606, atom 9 (C): 0.0021, atom 10 (C): -0.0086, atom 11 (C): -0.0198, atom 12 (C): -0.1084, atom 13 (C): -0.2150, atom 14 (H): 0.1234, atom 15 (H): 0.1660, atom 16 (H): 0.1417, atom 17 (H): 0.1392, atom 18 (H): 0.1389, atom 19 (H): 0.1460, atom 20 (H): 0.1501, atom 21 (H): 0.0986, atom 22 (Se): 1.1435, atom 23 (N): -0.1941, atom 24 (C): -0.3200, atom 25 (C): 0.0192, atom 26 (C): -0.0365, atom 27 (C): -0.1029, atom 28 (N): -0.1466, atom 29 (C): -0.4749, atom 30 (N): -0.2976, atom 31 (H): 0.1532, atom 32 (H): 0.1291, atom 33 (H): 0.1187, atom 34 (C): -0.3221, atom 35 (S): 0.7382, atom 36 (C): -0.2947, atom 37 (H): 0.0851, atom 38 (H): 0.0747, atom 39 (H): -0.0235, atom 40 (H): 0.0658, atom 41 (H): 0.0941, atom 42 (H): 0.0472

---

2S+1 of number 1 (H16O8)?
1